[1]
{"formula": "C20H27N5O7S", "method": "the ωB97M-V functional and the def2-TZVPD basis", "species": ["C", "C", "O", "C", "O", "N", "C", "C", "N", "C", "O", "C", "C", "N", "S", "O", "O", "C", "C", "C", "C", "C", "C", "C", "O", "N", "C", "C", "O", "N", "C", "C", "C", "H", "H", "H", "H", "H", "H", "H", "H", "H", "H", "H", "H", "H", "H", "H", "H", "H", "H", "H", "H", "H", "H", "H", "H", "H", "H", "H"], "xyz": [[5.294, 4.467, 0.687], [5.757, 3.041, 0.454], [4.604, 2.205, 0.388], [4.855, 0.891, 0.204], [5.968, 0.435, 0.060], [3.728, 0.145, 0.236], [3.781, -1.258, -0.106], [3.187, -1.449, -1.509], [1.837, -0.931, -1.536], [0.701, -1.650, -1.563], [-0.401, -1.117, -1.561], [0.826, -3.165, -1.692], [-0.509, -3.826, -1.362], [-0.613, -4.028, 0.070], [-0.475, -2.789, 1.171], [-0.827, -3.396, 2.421], [0.825, -2.194, 1.055], [-1.724, -1.564, 0.786], [-3.025, -1.956, 0.521], [-3.985, -1.016, 0.204], [-3.646, 0.341, 0.132], [-2.326, 0.723, 0.414], [-1.377, -0.236, 0.752], [-1.914, 2.124, 0.317], [-0.782, 2.516, 0.506], [-2.935, 2.995, -0.024], [-2.630, 4.411, -0.137], [-4.245, 2.647, -0.287], [-5.068, 3.486, -0.577], [-4.567, 1.305, -0.203], [-5.940, 0.946, -0.496], [1.783, 0.478, -1.187], [2.384, 0.677, 0.211], [4.736, 4.530, 1.617], [4.649, 4.789, -0.126], [6.155, 5.126, 0.742], [6.404, 2.694, 1.267], [6.317, 2.952, -0.484], [4.822, -1.581, -0.075], [3.179, -1.816, 0.618], [3.215, -2.495, -1.801], [3.782, -0.872, -2.228], [1.572, -3.544, -0.997], [1.117, -3.406, -2.717], [-1.323, -3.195, -1.746], [-0.567, -4.811, -1.832], [-1.367, -4.633, 0.352], [-3.288, -3.002, 0.570], [-4.991, -1.342, 0.001], [-0.369, 0.075, 0.971], [-2.821, 4.751, -1.155], [-3.264, 4.978, 0.544], [-1.581, 4.543, 0.117], [-6.472, 1.866, -0.731], [-6.404, 0.473, 0.370], [-5.985, 0.275, -1.354], [0.743, 0.801, -1.204], [2.357, 1.048, -1.924], [2.390, 1.731, 0.479], [1.795, 0.108, 0.936]], "total_energy_ha": -1977.0760, "spin_multiplicity": 1, "e_homo_ev": -8.6, "homo_lumo_gap_ev": 8.73, "e_lumo_ev": 0.104}

***

[2]
{"formula": "C20H27N6SZr", "method": "the ωB97M-V functional and the def2-TZVPD basis", "species": ["Zr", "C", "C", "N", "C", "C", "N", "C", "C", "N", "C", "C", "N", "C", "C", "C", "C", "C", "C", "C", "N", "H", "H", "H", "H", "H", "H", "H", "H", "H", "H", "H", "H", "H", "H", "H", "H", "H", "H", "H", "H", "H", "H", "H", "S", "C", "C", "C", "C", "C", "N", "H", "H", "H", "H"], "xyz": [[0.829, 0.425, -0.005], [-3.637, 1.531, -0.971], [-2.369, 0.845, -0.609], [-1.273, 1.413, -0.219], [-1.192, 2.877, -0.028], [0.150, 3.450, -0.485], [1.367, 2.708, -0.008], [1.974, 3.167, 1.280], [1.300, 2.499, 2.459], [1.303, 1.016, 2.278], [2.571, 0.331, 2.720], [3.220, -0.446, 1.566], [2.129, -1.131, 0.870], [1.811, -2.390, 0.911], [2.661, -3.507, 1.378], [0.440, -2.610, 0.429], [-0.010, -3.613, -0.349], [-1.328, -3.787, -1.006], [-2.349, -3.072, -1.535], [-0.989, -1.135, -0.396], [-0.487, -1.560, 0.729], [-3.830, 2.421, -0.375], [-4.482, 0.853, -0.863], [-3.595, 1.833, -2.023], [-1.375, 3.082, 1.030], [-1.963, 3.398, -0.593], [0.205, 4.493, -0.168], [0.188, 3.434, -1.573], [2.067, 2.881, -0.728], [1.924, 4.254, 1.365], [3.032, 2.896, 1.248], [0.261, 2.819, 2.543], [1.794, 2.779, 3.391], [0.563, 0.650, 2.874], [2.324, -0.367, 3.519], [3.273, 1.060, 3.124], [3.997, -1.114, 1.934], [3.711, 0.235, 0.858], [3.637, -3.190, 1.734], [2.813, -4.206, 0.550], [2.143, -4.067, 2.160], [0.660, -4.448, -0.523], [-1.501, -4.850, -1.147], [-3.114, -3.712, -1.959], [1.154, 0.812, -2.656], [-0.165, -0.252, -2.544], [-1.242, -0.444, -3.473], [-2.362, -1.108, -3.131], [-2.784, -1.585, -1.755], [-2.362, -0.671, -0.574], [-0.074, -0.928, -1.385], [-1.108, -0.078, -4.483], [-3.080, -1.307, -3.919], [-3.874, -1.629, -1.765], [-2.956, -0.958, 0.300]], "total_energy_ha": -1551.1394, "spin_multiplicity": 1, "e_homo_ev": -17.9, "homo_lumo_gap_ev": 6.89, "charge": 3, "e_lumo_ev": -10.965}

***

[3]
{"formula": "C20H27NO4", "method": "the ωB97M-V functional and the def2-TZVPD basis", "species": ["C", "C", "O", "C", "O", "C", "C", "O", "N", "C", "C", "C", "C", "C", "C", "C", "C", "C", "C", "C", "C", "C", "C", "C", "O", "H", "H", "H", "H", "H", "H", "H", "H", "H", "H", "H", "H", "H", "H", "H", "H", "H", "H", "H", "H", "H", "H", "H", "H", "H", "H", "H"], "xyz": [[1.054, 2.467, -2.129], [0.464, 1.361, -2.997], [0.249, 0.135, -2.321], [-0.794, 0.107, -1.400], [-0.453, 0.745, -0.187], [0.386, 0.014, 0.633], [1.065, 0.800, 1.703], [1.817, 0.279, 2.502], [0.741, 2.122, 1.666], [1.167, 3.165, 2.485], [0.680, 4.444, 2.216], [1.068, 5.516, 2.994], [1.946, 5.330, 4.049], [2.431, 4.061, 4.317], [2.050, 2.979, 3.545], [0.587, -1.298, 0.511], [-0.076, -2.139, -0.530], [0.958, -2.603, -1.544], [0.787, -3.926, -2.225], [1.857, -3.749, -1.193], [-1.235, -1.348, -1.159], [-2.477, -1.336, -0.249], [-3.546, -2.378, -0.582], [-3.193, -3.821, -0.213], [-2.247, -4.418, -1.066], [1.920, 2.094, -1.587], [0.321, 2.828, -1.413], [1.362, 3.296, -2.761], [-0.482, 1.700, -3.446], [1.161, 1.102, -3.798], [-1.643, 0.704, -1.783], [0.087, 2.376, 0.936], [-0.006, 4.590, 1.392], [0.683, 6.502, 2.776], [2.248, 6.169, 4.657], [3.116, 3.909, 5.138], [2.428, 1.992, 3.752], [1.284, -1.766, 1.188], [-0.488, -3.036, -0.058], [1.386, -1.795, -2.120], [-0.070, -4.523, -1.956], [1.078, -4.012, -3.262], [2.888, -3.711, -1.513], [1.719, -4.231, -0.237], [-1.479, -1.775, -2.135], [-2.951, -0.353, -0.318], [-2.162, -1.461, 0.789], [-3.783, -2.330, -1.649], [-4.453, -2.117, -0.031], [-4.116, -4.421, -0.206], [-2.756, -3.861, 0.787], [-2.578, -4.377, -1.970]], "total_energy_ha": -1133.9930, "spin_multiplicity": 1, "e_homo_ev": -8.3, "homo_lumo_gap_ev": 9.03, "e_lumo_ev": 0.682}

***

[4]
{"formula": "C20H27NO6", "method": "the ωB97M-V functional and the def2-TZVPD basis", "species": ["C", "C", "O", "C", "O", "C", "C", "C", "N", "C", "O", "C", "O", "C", "O", "C", "C", "O", "C", "C", "C", "C", "C", "C", "C", "C", "C", "H", "H", "H", "H", "H", "H", "H", "H", "H", "H", "H", "H", "H", "H", "H", "H", "H", "H", "H", "H", "H", "H", "H", "H", "H", "H", "H"], "xyz": [[-7.570, -2.904, 0.194], [-6.767, -2.073, 1.184], [-6.340, -0.838, 0.603], [-5.226, -0.860, -0.132], [-4.561, -1.845, -0.319], [-4.933, 0.522, -0.700], [-3.672, 0.510, -1.567], [-2.416, 0.334, -0.708], [-2.365, 1.353, 0.314], [-1.504, 2.382, 0.394], [-1.605, 3.265, 1.224], [-0.359, 2.418, -0.625], [0.410, 1.216, -0.575], [1.729, 1.321, -0.776], [2.292, 2.347, -1.048], [2.406, -0.019, -0.619], [3.408, -0.255, -1.763], [4.364, -1.234, -1.450], [5.396, -0.911, -0.608], [6.277, -1.953, -0.316], [7.362, -1.742, 0.507], [7.605, -0.491, 1.066], [8.793, -0.274, 1.953], [6.723, 0.537, 0.772], [5.626, 0.341, -0.053], [-3.504, 1.312, 1.210], [-4.792, 1.555, 0.426], [-6.943, -3.189, -0.647], [-7.932, -3.803, 0.684], [-8.419, -2.333, -0.174], [-5.886, -2.630, 1.519], [-7.375, -1.785, 2.043], [-5.802, 0.787, -1.313], [-3.725, -0.310, -2.285], [-3.611, 1.452, -2.115], [-1.525, 0.366, -1.329], [-2.455, -0.645, -0.220], [-0.754, 2.554, -1.639], [0.282, 3.270, -0.382], [1.660, -0.811, -0.570], [2.956, -0.001, 0.326], [3.885, 0.695, -2.031], [2.886, -0.642, -2.642], [6.087, -2.921, -0.753], [8.035, -2.560, 0.721], [8.794, -0.991, 2.773], [9.716, -0.413, 1.390], [8.791, 0.731, 2.368], [6.887, 1.518, 1.192], [4.974, 1.177, -0.252], [-3.361, 2.085, 1.967], [-3.534, 0.330, 1.695], [-5.651, 1.499, 1.094], [-4.757, 2.555, -0.010]], "total_energy_ha": -1284.5469, "spin_multiplicity": 1, "e_homo_ev": -8.3, "homo_lumo_gap_ev": 8.90, "e_lumo_ev": 0.619}

***

Relative energy (zero: lowest compared OMol25 entry of this formula, charge and spin), record by record: 39.9; 528.2; 264.4; 17.6 kJ/mol